Below is one molecule with the formula C4H6N4, with properties calculated with ωB97M-V/def2-TZVPD.

Calculated values
**ΔE to the lowest compared entry with this formula, charge and spin**: 442.8 kJ/mol
**HOMO-LUMO gap**: 8.82 eV
**SMILES**: [H]/N=C1/N=CC(=C)N1N
**HOMO level**: -8.9 eV
**Charge**: 0

Cartesian coordinates (Å):
N 0.0639 1.6876 0.2194
N 2.7360 0.1296 -0.0656
N 1.3556 -1.5450 0.0848
N 0.3068 0.3692 -0.0830
C 0.1336 -1.8066 0.0816
C 1.5983 -0.2214 -0.1618
C -0.7537 -0.6191 -0.1310
C -2.0344 -0.2925 -0.1797
H -2.1838 0.8957 -0.1234
H 2.9015 1.1924 -0.3486
H -0.2631 1.9462 -0.6415
H -0.4515 1.8290 0.9058
H -0.4169 -2.7268 0.4511
H -2.9923 -0.8384 -0.0082

Below is C25H44O2P2V as an isolated structure, with properties calculated with ωB97M-V/def2-TZVPD.

Calculated values
**ΔE to the lowest compared entry with this formula, charge and spin**: 587.7 kJ/mol
**HOMO-LUMO gap (spin up / spin down)**: 6.31 / 6.61 eV
**HOMO level (spin up / spin down)**: -9.4 / -9.5 eV
**Charge**: +1
**Spin multiplicity**: 3
**<S²>**: 2.1667

Cartesian coordinates (Å):
V -2.4273 -0.4777 -0.4955
P -0.7990 -2.6517 0.6167
P -0.3370 -1.3871 -2.5855
O 1.3424 -1.1838 -3.0806
O 2.0937 -2.2491 -1.2300
C -3.6058 -3.0901 -0.9163
C -1.2041 0.1274 3.0083
C 2.3241 -1.7329 -2.3177
C -0.6383 -3.2135 -2.3045
C -0.0108 1.0518 -0.3939
C -3.6327 -2.4055 -3.6132
C -5.6214 -1.1310 -2.7956
C -2.0152 1.2135 0.7927
C -1.3312 1.5865 -0.4477
C -4.3123 -1.9449 -0.6774
C -3.2932 0.6678 -1.8104
C 0.1557 0.3614 0.8297
C -0.9255 -0.5930 -4.1388
C -5.6542 -1.7632 -1.3713
C -0.5575 -3.8226 -0.8594
C 0.6647 -3.0156 1.6344
C -4.2809 -1.2426 -3.4460
C -1.0758 0.4011 1.5450
C -1.6835 2.7353 -1.3445
C -2.0579 -3.1054 1.9259
C -4.2467 -3.7394 -3.3180
C -4.0144 -4.2120 -1.8625
C 1.4798 -0.0829 1.3297
C 1.1064 1.4739 -1.2642
C -3.1703 1.9309 1.4088
H -0.0635 -0.4605 -4.8093
H -3.7263 2.4894 0.6523
H -2.7243 3.0493 -1.2029
H -3.9607 -0.3697 -4.0226
H -2.9149 -3.4231 -0.1469
H 2.1775 0.7656 1.3276
H -3.1946 -0.4939 -1.8946
H -4.2075 -1.3725 0.2745
H -4.3174 1.0238 -1.5600
H -5.8994 -0.0612 -2.7816
H -1.3035 -4.6353 -0.7292
H -1.8303 -2.5093 2.8171
H 0.7522 1.8840 -2.2149
H -1.0187 3.5798 -1.0904
H 1.6564 2.2812 -0.7550
H 0.4409 -4.2625 -0.6963
H -3.2606 -5.0367 -1.8557
H -2.7765 -2.4744 -4.2873
H -3.7960 -4.5002 -3.9790
H -1.3704 0.3981 -3.9616
H -1.7018 -1.1243 -4.6906
H 3.3237 -1.6484 -2.8273
H -5.3285 -3.7123 -3.5669
H 0.1008 -3.7293 -2.9401
H -6.1495 -2.7565 -1.4152
H -1.5438 2.5223 -2.4177
H 1.5714 -2.8993 1.0328
H -1.6327 -3.4836 -2.7016
H 1.4519 -0.4490 2.3601
H 0.5819 -4.0507 2.0030
H -6.2892 -1.1278 -0.7365
H -6.3790 -1.6482 -3.4171
H -3.0790 -2.8308 1.6356
H -0.7471 0.9616 3.5801
H 1.9350 -0.8505 0.6852
H -4.9457 -4.6977 -1.5037
H -2.2600 0.0614 3.3070
H -0.7157 -0.8059 3.3360
H -3.8890 1.2480 1.8756
H 1.8243 0.6687 -1.4753
H -3.0503 1.0447 -2.8251
H -2.8076 2.6154 2.2006
H -2.0266 -4.1698 2.1770
H 0.7011 -2.3399 2.4975

Below is a 18-piece molecular cluster, C66H93N15O3S3 overall, with properties calculated with ωB97M-V/def2-TZVPD.

Calculated values
**HOMO-LUMO gap**: 8.01 eV
**HOMO level**: -8.0 eV
**Charge**: 0

Cartesian coordinates (Å):
S 0.8698 4.7738 2.8813
S -7.2612 0.7978 1.4490
S -1.0476 7.9717 -2.3461
O 0.0634 8.6318 -3.1601
O -8.3483 1.8878 1.2918
O 2.0761 5.7857 2.9340
N 8.2436 2.5537 0.4859
N 4.9004 -0.3393 3.3262
N 1.9043 -8.5268 2.3764
N 2.0798 -4.0803 -1.9879
N 0.4060 -0.7864 0.3511
N -3.7070 5.2606 -0.8719
N 2.0180 -1.7158 3.2970
N -7.3920 -3.6098 -2.2408
N 5.5116 5.2098 -1.6486
N 0.4631 -0.7071 -2.9981
N -1.2692 0.3886 2.6001
N -1.5130 1.7043 -4.1495
N -5.1499 -3.7987 2.9212
N 6.0510 1.5547 -2.0384
N -2.6335 -6.9058 -3.1273
C 3.4363 1.1786 3.9183
C 4.0662 5.4680 0.0261
C 4.7425 -0.3993 4.7173
C -6.2676 -2.0330 -3.4249
C -7.4878 -2.6753 -3.2627
C 0.6140 0.5387 0.2041
C -5.5541 1.5540 1.2630
C 9.1822 2.8707 1.4140
C -2.4459 0.1372 3.2705
C -1.4477 -6.1299 -1.4120
C -0.9910 -7.4234 -1.7974
C 5.3681 4.9394 -0.2890
C -3.0944 3.2865 -4.2772
C -2.5298 -5.7792 -2.2270
C 4.4284 5.9515 -2.1320
C 0.8499 -9.2047 2.9351
C 7.5717 1.6895 2.4479
C -4.2919 -2.6015 1.2650
C -3.3462 -3.5820 1.5022
C 4.0964 0.6570 2.8368
C 3.2701 -5.6746 -1.0036
C -1.6369 -7.8118 -2.9005
C -0.4870 -1.5734 -3.4609
C 5.3272 -0.5515 -1.4923
C 2.1493 -5.3828 -1.7602
C 3.8910 -4.4197 -0.7375
C 0.2480 -3.0486 2.6924
C -3.5887 5.0948 1.3501
C -0.9125 6.2110 -2.8851
C 2.4199 -2.4860 2.2338
C -3.5555 2.1776 -4.9990
C -1.4058 1.8795 4.1513
C -0.5485 1.0775 -0.4095
C 0.0222 -7.4394 1.8461
C 8.8604 2.2766 2.5922
C -0.5844 7.7531 -0.6082
C -0.5382 1.3509 3.1771
C 3.1231 -3.4213 -1.3914
C -7.2211 -0.2995 -0.0303
C -2.5098 1.2059 -4.9415
C -0.0722 -2.1531 -4.6663
C -3.9212 -4.3057 2.5267
C 4.7284 1.6536 -1.6479
C 7.1951 1.8882 1.1031
C -1.7889 2.9454 -3.7676
C 1.2741 -1.7790 -4.7440
C -5.3921 -2.7379 2.0652
C -0.3079 -8.4085 2.7931
C -1.4571 0.0518 -0.6337
C 6.3812 0.2026 -2.1177
C -6.1157 -3.4980 -1.7005
C 4.3227 0.3221 -1.3262
C -3.0378 3.9690 0.7977
C -3.9306 5.9952 0.2865
C 1.5792 -0.8787 -3.7502
C -0.6804 5.5633 3.5131
C 1.3986 -7.5014 1.6112
C 0.3368 4.5045 1.1486
C 3.5927 6.2306 -1.0617
C -0.8758 -1.0657 -0.1152
C -2.5924 1.1526 4.2224
C 0.7029 -2.0772 3.5817
C 1.3430 -3.3267 1.8674
C 3.8413 0.5724 5.1045
C -5.3936 -2.5910 -2.4957
C -3.2052 4.0529 -0.5243
H -1.7187 5.8197 -3.5056
H -2.5504 3.0875 1.1872
H 8.2992 2.8315 -0.4835
H 6.1427 4.3733 0.2069
H -8.4442 -2.5963 -3.7581
H -1.0320 3.5269 -3.2623
H 0.3836 1.7309 2.7621
H 2.7883 2.0338 4.0415
H 0.4491 -0.2956 -2.0758
H 6.3658 4.8935 -2.0849
H 5.6832 -0.7802 2.8648
H 6.9853 1.1652 3.1879
H -3.2080 -4.9405 -2.2823
H -5.7615 -4.1135 3.6608
H -7.2678 0.1391 -1.0271
H -1.2750 2.8225 4.6613
H -3.7291 5.3058 2.3999
H -8.0413 -4.3256 -1.9473
H -1.2511 -2.0760 -0.0451
H -0.3804 5.2677 0.8465
H 2.0369 -2.0723 -5.4501
H -0.8474 5.5461 -2.0238
H 1.4055 -5.9893 -2.2557
H -1.2790 7.2076 0.0306
H -2.9149 3.3318 -1.2741
H -0.6646 -2.8123 -5.2835
H 2.0284 -6.8557 1.0171
H 1.0719 -1.3988 0.8001
H 0.4457 7.4183 -0.4859
H -1.0928 -5.5528 -0.5709
H 4.1300 0.8759 1.7798
H -0.7134 -3.5405 2.6835
H 2.4849 -0.3285 -3.5419
H 3.6763 -6.6687 -0.8892
H -0.4881 6.2194 4.3620
H 1.3731 -3.5352 -2.4607
H 4.7688 -4.1482 -0.1699
H -3.7964 5.7087 -1.7726
H 1.5036 0.9995 0.6076
H -1.5408 -8.6367 -3.5909
H 3.5288 5.2468 0.9365
H -3.6445 4.2119 -4.1915
H -6.2876 -2.1772 2.2891
H -0.2307 3.5816 1.2686
H 3.3077 0.0364 -1.0927
H -4.0698 -1.8138 0.5603
H 2.7970 -8.9684 2.2085
H 4.3158 2.6507 -1.6036
H -4.7243 0.8516 1.3408
H 0.9910 -10.0588 3.5809
H 1.3325 -4.1381 1.1547
H 5.3800 -0.9954 5.3534
H -1.4209 -1.5960 -2.9189
H -2.4164 0.2116 -5.3527
H 4.2949 6.1551 -3.1842
H -0.8049 2.0791 -0.7216
H -1.3245 -8.5389 3.1334
H 3.1713 -2.3432 -1.3510
H -0.6099 1.2661 -4.0375
H 6.6427 2.3103 -2.3532
H -8.0006 -1.0606 -0.0655
H -0.9855 -0.0065 1.7149
H 0.2165 -1.5387 4.3816
H 7.3552 -0.0138 -2.5311
H -6.0939 -1.3822 -4.2692
H -2.4783 0.0520 -0.9853
H 2.6454 6.7481 -1.0264
H -3.4669 1.3182 4.8341
H 0.0038 6.1931 -3.4750
H -0.1616 -7.9668 -1.3693
H -3.3836 -6.9473 -3.8024
H -2.3944 -3.8295 1.0560
H 1.2485 4.5405 0.5523
H -4.2387 7.0299 0.2572
H 6.2264 1.6773 0.6745
H -2.9742 -0.7591 2.9807
H -4.5341 2.1183 -5.4519
H -5.5459 2.2987 2.0589
H -5.4248 2.0143 0.2835
H -4.3313 -2.4365 -2.3774
H -3.6562 -5.2610 2.9552
H -1.4914 4.8436 3.6237
H 2.6597 -1.1037 3.7803
H -0.7522 8.7309 -0.1567
H 10.0680 3.3985 1.0926
H -1.0594 6.2951 2.7996
H -5.8691 -4.1296 -0.8599
H 5.3087 -1.6107 -1.2826
H 9.4166 2.2670 3.5178
H -0.5799 -6.6295 1.4615
H 3.4646 -2.5011 1.9606
H 3.4222 0.6935 6.0924
H -6.2811 -0.8442 -0.1188

Below is C3H17NO4 as an isolated structure, with properties calculated with ωB97M-V/def2-TZVPD.

Calculated values
**ΔE to the lowest compared entry with this formula, charge and spin**: 392.7 kJ/mol
**HOMO-LUMO gap**: 9.91 eV
**HOMO level**: -10.3 eV
**Charge**: 0

Cartesian coordinates (Å):
O 1.8380 -0.4002 0.7664
O 2.9462 -0.9770 -1.6704
O -0.0137 -1.8536 -0.3118
O -2.6285 -2.1518 -0.5665
N 0.3577 0.2235 2.4195
C -0.1846 1.8203 -0.5208
C -1.2706 1.0946 -1.3814
C -0.4112 1.2915 0.9304
H -1.0990 -0.0005 -1.4936
H 2.3073 -0.6717 1.5771
H -2.2820 1.2370 -1.0022
H -2.9485 -2.8308 -0.0246
H 0.6277 -1.5033 0.3550
H 0.1699 0.9331 3.1525
H 2.9906 -0.1916 -2.2440
H 1.0642 0.1272 1.3286
H 2.5140 -0.6863 -0.7979
H 0.8142 1.5457 -0.9501
H -1.3410 0.7552 1.1413
H -1.5839 -2.0830 -0.6050
H -0.3921 2.9027 -0.6749
H -0.2803 2.1089 1.6047
H -0.5795 -0.2465 2.4480
H -1.2679 1.5371 -2.3999
H 0.6529 -1.9805 -1.0804

Below is a 2-piece molecular cluster, C2H7N3O overall, with properties calculated with ωB97M-V/def2-TZVPD.

Calculated values
**ΔE to the lowest compared entry with this formula, charge and spin**: 487.0 kJ/mol
**HOMO-LUMO gap**: 10.03 eV
**SMILES**: C=C=NN.NO
**HOMO level**: -9.1 eV
**Charge**: 0

Cartesian coordinates (Å):
O 0.2966 2.0179 -0.1741
N -1.4073 -0.6571 0.6598
N 1.6020 1.6242 -0.6105
N -2.5330 -1.0503 -0.0039
C 0.9882 -1.3972 0.6209
C -0.2736 -1.1035 0.5728
H 1.7053 -0.8445 0.0379
H -2.3863 -1.4782 -0.9148
H -0.0454 1.2566 0.3205
H 1.6364 1.8632 -1.6008
H -3.1957 -0.2859 -0.0310
H 1.3570 -2.1872 1.2511
H 2.2558 2.2420 -0.1280

In eV/Å, the max |F| values for the records above are, in order, 10.8; 5.3; 4.6; 4.5; 0.8.
In eV, the calculated total energy values for the records above are, in order, -10201.3507; -74987.2824; -130939.9542; -13063.0295; -8701.2297.